{"formula": "C36H43GeN3O7PS3V", "method": "ωB97M-V/def2-TZVPD", "species": ["V", "O", "C", "C", "C", "C", "C", "C", "C", "O", "N", "O", "O", "H", "H", "H", "H", "C", "C", "C", "O", "P", "S", "S", "O", "C", "C", "C", "H", "H", "H", "H", "H", "H", "H", "H", "H", "H", "H", "H", "H", "H", "Ge", "C", "C", "C", "C", "C", "C", "C", "C", "C", "C", "C", "C", "H", "H", "H", "H", "H", "H", "H", "H", "H", "H", "H", "C", "C", "C", "N", "C", "S", "N", "C", "O", "C", "C", "C", "C", "C", "C", "H", "H", "H", "H", "H", "H", "H", "H", "H", "H", "H", "H", "H", "H"], "coordinates": [[-0.38, 0.50, -1.30], [1.55, 0.68, -2.07], [2.27, 1.70, -2.08], [1.87, 3.01, -1.71], [2.83, 4.04, -1.73], [2.44, 5.30, -1.38], [1.12, 5.60, -1.02], [0.17, 4.61, -1.01], [0.53, 3.30, -1.35], [-0.38, 2.37, -1.34], [3.45, 6.38, -1.39], [3.06, 7.50, -1.16], [4.59, 6.07, -1.68], [3.32, 1.58, -2.39], [3.85, 3.85, -2.01], [0.87, 6.62, -0.77], [-0.86, 4.81, -0.74], [-1.16, -3.31, 2.61], [-0.79, -1.99, 3.25], [-1.00, -1.96, 4.74], [-1.64, -0.98, 2.61], [-1.21, 0.49, 2.32], [-2.83, 1.42, 1.57], [0.41, 0.56, 1.12], [-0.86, 1.08, 3.73], [-0.16, 2.32, 4.11], [-0.50, 3.47, 3.18], [1.32, 2.03, 4.21], [-0.37, -4.05, 2.80], [-1.30, -3.20, 1.53], [-2.09, -3.69, 3.03], [0.25, -1.72, 3.02], [-2.06, -2.14, 4.97], [-0.71, -1.01, 5.18], [-0.41, -2.76, 5.20], [-0.57, 2.51, 5.09], [-0.14, 3.28, 2.17], [0.00, 4.36, 3.56], [-1.57, 3.66, 3.16], [1.77, 1.91, 3.22], [1.50, 1.13, 4.80], [1.81, 2.87, 4.71], [-2.80, 0.41, -0.53], [-3.92, 1.73, -1.45], [-3.54, 2.24, -2.69], [-4.34, 3.15, -3.36], [-5.54, 3.56, -2.80], [-5.93, 3.06, -1.56], [-5.13, 2.14, -0.90], [-3.77, -1.27, -0.29], [-4.51, -1.55, 0.86], [-5.22, -2.74, 0.96], [-5.19, -3.66, -0.08], [-4.45, -3.39, -1.22], [-3.75, -2.20, -1.32], [-1.42, 0.08, -2.51], [-2.60, 1.93, -3.15], [-4.04, 3.53, -4.33], [-6.17, 4.27, -3.32], [-6.87, 3.37, -1.12], [-5.46, 1.75, 0.06], [-4.53, -0.85, 1.68], [-5.80, -2.94, 1.85], [-5.75, -4.59, 0.00], [-4.43, -4.10, -2.04], [-3.18, -2.00, -2.23], [1.19, -4.61, -3.63], [2.27, -3.57, -3.90], [2.07, -2.28, -3.14], [2.19, -2.49, -1.69], [1.25, -2.34, -0.78], [-0.40, -2.00, -1.14], [1.50, -2.58, 0.53], [2.67, -2.82, 1.28], [2.56, -3.47, 2.29], [3.95, -2.23, 0.83], [4.01, -0.90, 0.41], [5.24, -0.34, 0.09], [6.40, -1.10, 0.19], [6.34, -2.41, 0.62], [5.12, -2.98, 0.96], [1.35, -5.51, -4.21], [0.20, -4.21, -3.88], [1.17, -4.90, -2.57], [2.30, -3.33, -4.97], [3.26, -3.98, -3.67], [1.08, -1.87, -3.32], [2.80, -1.52, -3.42], [3.11, -2.78, -1.37], [0.66, -2.67, 1.07], [3.10, -0.31, 0.36], [5.30, 0.70, -0.21], [7.35, -0.66, -0.07], [7.25, -3.00, 0.70], [5.06, -3.99, 1.33]], "lowdin_charge": [0.387, -0.103, -0.123, -0.106, 0.070, -0.127, 0.050, 0.045, -0.294, -0.215, -0.351, 0.100, 0.087, 0.149, 0.137, 0.133, 0.137, -0.033, -0.435, -0.027, -0.289, 0.016, 0.505, 0.431, -0.279, -0.411, -0.070, -0.049, 0.094, 0.063, 0.096, 0.110, 0.098, 0.073, 0.098, 0.147, 0.054, 0.096, 0.072, 0.049, 0.088, 0.093, 0.701, -0.355, -0.130, -0.080, -0.079, -0.077, -0.124, -0.354, -0.125, -0.077, -0.078, -0.077, -0.155, 0.011, 0.069, 0.105, 0.107, 0.108, 0.094, 0.074, 0.107, 0.106, 0.107, 0.083, -0.097, -0.230, -0.194, 0.069, -0.690, 0.701, 0.111, -0.377, 0.144, -0.172, -0.035, -0.063, -0.058, -0.052, -0.005, 0.078, 0.077, 0.070, 0.116, 0.113, 0.084, 0.122, 0.150, 0.073, 0.078, 0.106, 0.113, 0.114, 0.128], "homo_lumo_gap_ev": [7.2, 7.0], "s2": 0.803, "multiplicity": 2, "total_charge": 1, "energy_ev": -180827.2702}

{"formula": "C36H43I2N2PPb", "method": "ωB97M-V/def2-TZVPD", "species": ["Pb", "I", "C", "I", "H", "H", "C", "C", "C", "P", "C", "C", "C", "C", "C", "C", "C", "C", "C", "C", "N", "C", "C", "C", "C", "C", "C", "C", "C", "C", "H", "H", "H", "H", "H", "H", "H", "H", "H", "H", "H", "H", "H", "H", "H", "H", "H", "H", "H", "H", "H", "H", "H", "H", "H", "H", "H", "H", "H", "H", "H", "N", "C", "C", "C", "C", "C", "C", "C", "C", "C", "C", "C", "C", "C", "H", "H", "H", "H", "H", "H", "H", "H", "H", "H"], "coordinates": [[0.92, 0.65, -1.68], [0.08, 0.61, -5.57], [1.97, -0.17, -6.11], [3.41, -0.16, -4.55], [2.37, 0.44, -6.91], [1.84, -1.20, -6.43], [2.91, 0.77, 3.16], [3.07, 1.01, 1.66], [2.55, 2.40, 1.28], [2.41, -0.26, 0.47], [3.85, -1.31, -0.01], [4.63, -1.88, 1.18], [3.40, -2.41, -0.97], [1.22, -1.44, 1.21], [1.44, -1.99, 2.46], [0.58, -2.93, 3.04], [0.88, -3.53, 4.37], [-0.56, -3.32, 2.31], [-0.80, -2.81, 1.06], [0.06, -1.85, 0.47], [-0.13, -1.46, -0.81], [-1.27, -1.75, -1.56], [-1.01, -2.33, -2.84], [0.39, -2.69, -3.24], [-2.08, -2.67, -3.64], [-3.40, -2.42, -3.27], [-4.54, -2.78, -4.16], [-3.62, -1.81, -2.04], [-2.60, -1.47, -1.17], [-2.96, -0.72, 0.08], [3.25, 1.66, 3.69], [3.51, -0.06, 3.52], [1.87, 0.60, 3.44], [4.14, 0.98, 1.42], [1.49, 2.50, 1.49], [2.73, 2.63, 0.22], [3.08, 3.16, 1.87], [4.50, -0.61, -0.55], [4.07, -2.69, 1.66], [4.89, -1.14, 1.93], [5.56, -2.32, 0.81], [2.74, -3.12, -0.47], [4.28, -2.96, -1.33], [2.89, -2.00, -1.85], [2.32, -1.71, 3.02], [1.80, -3.14, 4.80], [0.96, -4.61, 4.29], [0.06, -3.33, 5.08], [-1.22, -4.07, 2.73], [-1.64, -3.19, 0.49], [0.77, -3.51, -2.63], [1.08, -1.85, -3.11], [0.41, -2.99, -4.28], [-1.89, -3.16, -4.59], [-4.21, -3.22, -5.10], [-5.15, -1.90, -4.38], [-5.20, -3.50, -3.66], [-4.64, -1.57, -1.75], [-3.68, -1.27, 0.67], [-3.43, 0.23, -0.20], [-2.11, -0.49, 0.71], [-0.45, 1.60, -0.26], [-1.01, 2.54, 0.36], [-1.55, 2.38, 1.74], [-0.92, 1.49, 2.61], [-1.42, 1.30, 3.89], [-2.56, 1.99, 4.29], [-3.19, 2.86, 3.42], [-2.69, 3.07, 2.15], [-1.12, 3.87, -0.30], [-1.41, 3.94, -1.66], [-1.49, 5.17, -2.28], [-1.26, 6.33, -1.55], [-0.96, 6.26, -0.20], [-0.90, 5.03, 0.44], [-0.04, 0.97, 2.28], [-0.92, 0.62, 4.57], [-2.95, 1.84, 5.29], [-4.08, 3.40, 3.74], [-3.18, 3.75, 1.47], [-1.60, 3.03, -2.22], [-1.74, 5.23, -3.33], [-1.33, 7.30, -2.04], [-0.78, 7.17, 0.37], [-0.67, 4.98, 1.49]], "lowdin_charge": [1.073, 0.723, -1.137, 0.741, -0.032, -0.031, -0.091, -0.508, -0.120, 0.985, -0.534, -0.084, -0.109, -0.273, -0.042, -0.221, -0.019, 0.009, 0.030, -0.290, 0.003, -0.241, -0.211, -0.055, 0.005, -0.234, -0.028, 0.006, -0.200, -0.035, 0.096, 0.073, 0.064, 0.111, 0.050, 0.067, 0.096, 0.116, 0.082, 0.070, 0.097, 0.087, 0.099, 0.010, 0.092, 0.086, 0.101, 0.099, 0.135, 0.130, 0.099, -0.025, 0.089, 0.128, 0.083, 0.093, 0.095, 0.137, 0.102, 0.094, 0.046, 0.051, -0.275, -0.181, -0.038, -0.047, -0.038, -0.036, -0.009, -0.186, -0.031, -0.047, -0.039, -0.040, -0.020, 0.080, 0.112, 0.120, 0.121, 0.130, 0.107, 0.117, 0.120, 0.120, 0.127], "homo_lumo_gap_ev": [5.6, 6.0], "multiplicity": 1, "total_charge": 2, "energy_ev": -71733.8129}